Below is a 4-piece molecular cluster, C27H67NO3PS3 overall, with properties calculated with the ωB97M-V functional and the def2-TZVPD basis.

As for the total charge: -1. For the strongest force on any atom, the calculation gives 2.86 eV/A. As for the HOMO-LUMO gap: 4.58 eV.

Last column: Mulliken charge in e.
Atoms and positions in Å:
C1 -4.535 -3.549 2.467  -0.98
C2 -3.864 -3.777 0.976  -0.33
C3 -4.137 -2.528 -0.063  -0.57
C4 -2.759 -1.621 -0.335  0.21
C5 -3.121 -0.413 -1.381  -0.66
C6 -1.857 0.156 -2.256  -0.60
C7 -1.674 -0.569 -3.735  0.30
C8 -0.166 -1.269 -3.920  -0.78
C9 -0.067 -2.430 -2.767  0.14
C10 1.289 -3.351 -2.820  -0.68
C11 1.180 -4.392 -1.516  -0.24
C12 2.342 -4.050 -0.411  -0.83
C13 1.914 -2.829 0.647  0.16
C14 2.700 -3.181 2.057  -0.71
C15 2.569 -2.020 3.212  -0.60
C16 3.300 -0.598 2.849  -0.44
C17 4.232 -0.125 4.145  -0.50
C18 4.084 1.497 4.479  -0.14
C19 5.568 2.231 4.419  -0.58
C20 5.605 3.270 3.142  -1.26
P1 5.665 5.119 3.617  -0.38
C21 7.545 5.238 3.227  -0.83
N1 8.224 6.239 4.180  -0.66
H1 -5.635 -3.137 2.373  0.27
H2 -3.880 -2.755 3.025  0.22
H3 -4.532 -4.532 3.107  0.30
H4 -2.729 -4.040 1.127  0.16
H5 -4.381 -4.746 0.512  0.30
H6 -4.371 -3.029 -1.121  0.27
H7 -5.013 -1.866 0.342  0.28
H8 -1.959 -2.389 -0.716  -0.33
H9 -2.343 -1.209 0.702  0.27
H10 -3.963 -0.710 -2.138  0.20
H11 -3.523 0.498 -0.728  0.32
H12 -2.074 1.306 -2.489  0.31
H13 -0.822 0.139 -1.697  0.32
H14 -2.444 -1.467 -3.843  0.32
H15 -1.793 0.183 -4.640  -0.44
H16 -0.164 -1.810 -4.962  0.29
H17 0.705 -0.492 -3.847  0.29
H18 -0.985 -3.179 -2.836  0.20
H19 -0.070 -1.910 -1.693  -0.25
H20 2.256 -2.691 -2.588  0.28
H21 1.455 -3.911 -3.836  0.29
H22 0.107 -4.316 -1.001  0.05
H23 1.280 -5.528 -1.844  0.37
H24 3.373 -3.721 -0.867  0.30
H25 2.438 -5.018 0.281  0.32
H26 0.740 -2.764 0.779  -0.07
H27 2.247 -1.776 0.210  0.19
H28 2.188 -4.152 2.501  0.31
H29 3.821 -3.414 1.752  0.27
H30 1.431 -1.893 3.545  0.19
H31 3.117 -2.449 4.176  0.33
H32 4.031 -0.643 1.926  0.20
H33 2.477 0.202 2.620  0.26
H34 3.936 -0.678 5.147  0.22
H35 5.363 -0.412 3.914  0.29
H36 3.600 1.660 5.556  -0.01
H37 3.350 1.951 3.683  0.27
H38 6.434 1.457 4.266  0.24
H39 5.734 2.734 5.463  0.40
H40 4.674 3.136 2.415  0.37
H41 6.556 2.997 2.482  0.41
H42 5.900 4.862 5.016  -0.05
H43 5.576 6.553 3.905  0.16
H44 5.418 5.426 2.202  -0.02
H45 4.215 5.045 3.842  0.05
H46 7.710 5.626 2.111  0.27
H47 8.117 4.211 3.403  0.29
H48 7.700 7.145 4.166  0.29
H49 8.101 5.823 5.147  0.28
C22 0.898 1.742 8.669  -0.98
S1 0.393 1.393 6.968  0.36
O1 1.619 0.981 6.209  -0.49
C23 0.027 3.108 6.521  -0.94
H50 1.209 0.806 9.137  0.31
H51 1.735 2.445 8.675  0.30
H52 0.054 2.159 9.224  0.38
H53 0.917 3.728 6.657  0.31
H54 -0.789 3.482 7.144  0.38
H55 -0.278 3.137 5.471  0.30
C24 -3.230 0.486 -8.158  -0.86
S2 -2.863 1.681 -6.851  0.50
O2 -3.769 1.378 -5.695  -0.57
C25 -3.541 3.120 -7.712  -0.95
H56 -2.921 -0.505 -7.819  0.29
H57 -4.303 0.478 -8.368  0.21
H58 -2.674 0.748 -9.061  0.39
H59 -4.595 2.952 -7.948  0.26
H60 -2.975 3.299 -8.629  0.38
H61 -3.452 3.992 -7.057  0.35
C26 -9.057 -1.445 -7.100  -0.91
S3 -8.251 0.171 -7.020  0.50
O3 -7.921 0.581 -8.425  -0.63
C27 -6.722 -0.414 -6.251  -0.72
H62 -10.028 -1.326 -7.586  0.32
H63 -8.446 -2.141 -7.680  0.29
H64 -9.206 -1.831 -6.088  0.33
H65 -6.252 -1.172 -6.883  0.31
H66 -6.945 -0.832 -5.267  0.41
H67 -6.042 0.434 -6.137  0.09